1.
Molecular formula: C5H15N3NaO14S3
Method: DFT, ωB97M-V with the def2-TZVPD basis set

Last column: natural (NBO) charge in e.
Cartesian coordinates (Å):
Na1 -37.34938 -12.09803 -28.68159  0.934
S1 -37.50365 -9.23590 -29.74033  2.572
O1 -36.35531 -8.31234 -29.57165  -1.150
O2 -37.14979 -10.46991 -30.43118  -1.088
O3 -37.94634 -9.71399 -28.38309  -1.185
O4 -38.67568 -8.53368 -30.33179  -1.118
S2 -35.93199 -14.90445 -31.00225  2.572
O5 -34.88878 -14.49981 -31.97956  -1.142
O6 -37.10574 -15.47488 -31.69893  -1.089
O7 -35.36405 -15.95441 -30.09832  -1.186
O8 -36.30963 -13.72559 -30.17163  -1.115
S3 -40.62708 -13.12942 -29.50698  2.588
O9 -40.95667 -11.72614 -29.79545  -1.084
O10 -40.19158 -13.81715 -30.74001  -1.080
O11 -39.50342 -13.20370 -28.51197  -1.178
O12 -41.82004 -13.82757 -28.93437  -1.161
C1 -40.21523 -11.79131 -24.65414  -0.625
C2 -38.77665 -11.51360 -25.13131  -0.123
C3 -37.79068 -11.23585 -24.01281  -0.062
O13 -37.65038 -9.87388 -23.62385  -0.538
C4 -38.59892 -9.42723 -22.69005  -0.238
N1 -38.26154 -12.63067 -25.92557  -0.858
H1 -40.91896 -11.71652 -25.48028  0.254
H2 -40.49199 -11.12904 -23.82483  0.144
H3 -40.22110 -12.81063 -24.25268  0.192
H4 -38.76826 -10.69320 -25.86059  0.262
H5 -36.79476 -11.57147 -24.31444  0.200
H6 -37.95331 -11.91823 -23.15568  0.123
H7 -38.39104 -8.42030 -22.32452  0.155
H8 -38.65488 -10.10792 -21.82796  0.133
H9 -39.56755 -9.40347 -23.19936  0.179
H10 -37.84242 -13.32594 -25.32026  0.335
H11 -38.94465 -13.01470 -26.58203  0.443
C5 -37.68805 -16.02883 -26.88088  0.765
O14 -38.53256 -16.10378 -25.97154  -0.776
N2 -37.62770 -15.08919 -27.84064  -0.841
N3 -36.60756 -16.89249 -26.94432  -0.893
H12 -37.03592 -15.34685 -28.63018  0.449
H13 -38.41467 -14.43175 -27.95414  0.460
H14 -36.58397 -17.64329 -26.28171  0.345
H15 -35.82379 -16.73401 -27.55699  0.421

Cartesian forces, eV/Å:
-0.55 0.19 -1.04
-2.06 -0.38 1.85
0.76 0.70 -0.37
0.87 -0.19 -1.39
0.36 0.24 1.15
0.67 0.51 -0.67
-0.65 0.73 -0.33
0.53 -0.10 -0.37
0.36 -0.07 -0.04
0.43 -0.83 1.03
0.17 -0.48 0.12
-0.53 -0.34 -1.87
-0.25 0.18 0.47
-0.35 -0.06 0.36
0.58 0.20 1.28
-0.34 -0.19 0.59
0.55 -0.04 0.52
-0.24 -0.28 -1.32
0.57 -0.62 -0.12
0.39 0.32 0.86
-0.47 -0.56 -0.75
0.62 0.38 0.70
-0.01 -0.05 -0.02
-0.28 0.14 -0.15
-0.18 -0.04 -0.09
-0.05 0.39 0.40
-0.01 0.46 -0.53
-0.56 0.42 0.32
0.42 0.04 -0.21
-0.09 -0.03 0.06
-0.23 0.11 0.40
-0.37 -0.48 -0.29
-0.08 0.02 -0.17
0.14 1.39 -0.64
0.26 -0.47 0.22
-0.05 -1.18 0.93
0.21 -0.82 0.58
-0.11 0.77 -0.35
-0.24 -0.13 -0.76
0.00 0.05 0.02
-0.21 0.10 -0.39

For the orbital gap, the calculation gives 1.948 eV. As for the highest occupied orbital energy: 6.9 eV. As for the total charge: -5. For the lowest unoccupied orbital energy, the calculation gives 8.8 eV.

=====

2.
Molecular formula: C5H5N3O
Method: DFT, ωB97M-V with the def2-TZVPD basis set

Last column: natural (NBO) charge in e.
Cartesian coordinates (Å):
C1 0.76566 -0.61501 -2.91537  -0.207
C2 0.30123 -0.94838 -1.85912  -0.038
C3 -0.24314 -1.40183 -0.57956  -0.527
C4 -0.26038 -0.36700 0.51417  0.388
C5 -0.37385 1.74132 1.99943  0.343
H1 1.11103 -0.23800 -3.86589  0.247
H2 0.36910 -2.22388 -0.21204  0.261
H3 -1.26254 -1.73317 -0.66901  0.273
H4 -0.66267 2.64320 2.51692  0.192
H5 1.27268 0.61060 -0.32220  0.402
N1 -1.26019 -0.31421 1.32093  -0.180
N2 0.53798 1.72839 1.13630  -0.304
N3 0.81812 0.47261 0.56406  -0.467
O1 -1.11302 0.64535 2.37137  -0.382

Cartesian forces, eV/Å:
-0.08 0.34 -0.15
0.04 0.07 -0.24
0.06 0.10 0.38
-0.56 0.25 0.12
-0.42 -0.86 -0.04
-0.10 -0.31 0.52
-0.03 -0.23 -0.01
-0.38 -0.38 -0.22
0.05 0.09 -0.02
0.19 -0.05 -0.16
0.45 -0.46 -0.81
0.47 0.55 -0.13
-0.15 0.49 0.73
0.46 0.39 0.05

For the orbital gap, the calculation gives 9.686 eV. As for the relative energy (zero: lowest compared OMol25 entry of this formula, charge and spin): 103.7 kcal/mol. As for the highest occupied orbital energy: -8.8 eV. For the lowest unoccupied orbital energy, the calculation gives 0.8 eV.

=====

3.
Molecular formula: C21H30N2O9S
Method: DFT, ωB97M-V with the def2-TZVPD basis set

Last column: natural (NBO) charge in e.
Cartesian coordinates (Å):
C1 -3.83310 2.56093 -2.71876  -0.622
C2 -2.71564 1.62393 -2.29981  -0.071
H1 -3.11044 0.63548 -2.03591  0.187
H2 -1.97838 1.49877 -3.10144  0.192
O1 -2.06866 2.17757 -1.15453  -0.523
C3 -0.93284 1.58022 -0.76597  0.796
O2 -0.44787 0.65019 -1.38486  -0.654
C4 -0.33883 2.12966 0.44862  -0.177
C5 -0.73677 3.24558 1.10481  0.284
N1 -0.02562 3.66022 2.20143  -0.574
C6 1.22486 3.17872 2.53818  0.274
C7 1.69368 2.06699 1.93448  -0.152
C8 3.02084 1.48544 2.18810  0.791
O3 3.79154 1.83060 3.05691  -0.625
O4 3.29197 0.51134 1.30885  -0.520
C9 4.46224 -0.27720 1.51599  -0.078
C10 4.05820 -1.73315 1.69293  -0.628
H3 3.60256 -2.11421 0.78242  0.208
H4 4.93354 -2.33095 1.92957  0.215
H5 3.33748 -1.81303 2.50294  0.225
H6 4.98493 0.09859 2.40148  0.212
H7 5.09999 -0.14898 0.63564  0.182
C11 0.78086 1.29109 1.01652  -0.381
C12 0.22998 0.07287 1.76186  0.825
O5 0.82370 -0.54743 2.60303  -0.606
O6 -0.99217 -0.23345 1.32432  -0.517
C13 -1.59053 -1.45263 1.74638  -0.170
H8 -2.48532 -1.21437 2.32887  0.220
H9 -0.89066 -2.01974 2.36984  0.226
C14 -2.04237 -2.22982 0.50778  0.662
O7 -3.22566 -2.46299 0.33541  -0.629
N2 -1.08634 -2.61268 -0.36441  -0.430
C15 0.32888 -2.36934 -0.18666  -0.458
H10 0.60288 -2.42762 0.86441  0.223
H11 0.89908 -3.12846 -0.71882  0.236
H12 0.59761 -1.38087 -0.56675  0.215
C16 -1.53276 -3.15037 -1.64064  -0.064
C17 -0.96906 -4.53013 -1.92686  -0.671
H13 -1.65879 -5.14023 -2.50064  0.259
H14 -0.65045 -5.05742 -1.03415  0.260
S1 0.48489 -4.25705 -3.00522  2.146
O8 1.70280 -4.42344 -2.25300  -0.952
O9 0.34933 -5.04076 -4.20151  -0.942
C18 0.19739 -2.49085 -3.36254  -0.661
C19 -1.18962 -2.21264 -2.82184  -0.436
H15 -1.26394 -1.17821 -2.48334  0.265
H16 -1.92918 -2.37890 -3.60621  0.220
H17 0.97309 -1.92114 -2.86389  0.250
H18 0.26832 -2.36240 -4.43691  0.255
H19 -2.62392 -3.20348 -1.54249  0.271
H20 1.36077 0.86687 0.18713  0.285
C20 1.94537 4.01591 3.54009  -0.675
H21 2.91891 3.58768 3.75150  0.284
H22 2.06856 5.03214 3.16582  0.219
H23 1.37056 4.05734 4.46471  0.224
H24 -0.32387 4.50737 2.66313  0.404
C21 -1.88690 4.11687 0.72135  -0.648
H25 -1.78513 4.44938 -0.30871  0.249
H26 -2.81722 3.55737 0.78586  0.247
H27 -1.95012 4.98734 1.37136  0.205
H28 -4.54478 2.68023 -1.90665  0.213
H29 -3.43066 3.53697 -2.97662  0.211
H30 -4.34721 2.15028 -3.58257  0.220

Cartesian forces, eV/Å:
0.35 -0.15 0.29
-0.14 -0.23 -0.51
0.11 0.10 -0.05
-0.14 -0.02 0.15
-0.06 0.17 0.15
0.05 -0.09 -0.29
-0.09 0.22 0.08
0.35 0.20 0.31
0.02 -0.39 -0.52
-0.14 0.21 0.26
0.47 -0.31 -0.11
-0.46 0.06 -0.21
0.30 0.34 0.37
0.01 -0.15 -0.06
-0.21 0.03 -0.23
0.49 -0.31 0.28
-0.07 0.44 -0.07
-0.05 -0.11 -0.08
0.09 -0.10 0.00
-0.04 -0.06 0.08
-0.05 -0.07 -0.25
-0.08 0.05 0.13
-0.16 -0.03 0.03
0.42 0.13 0.04
-0.03 -0.01 0.07
-0.33 -0.09 -0.16
-0.17 -0.36 0.29
0.17 -0.09 -0.17
-0.12 0.08 -0.11
0.01 0.24 0.34
-0.36 0.06 0.16
0.04 -0.25 -0.23
0.19 0.24 0.17
0.03 -0.01 0.00
0.01 0.07 0.19
0.11 -0.01 -0.02
-0.64 0.26 0.11
0.54 0.29 -0.43
-0.03 -0.04 -0.09
0.11 -0.07 0.02
0.15 -0.25 -0.11
0.11 0.14 0.23
-0.35 0.03 -0.30
-0.01 -0.63 0.17
-0.36 0.21 0.11
-0.07 -0.05 -0.09
-0.01 0.00 -0.02
0.11 -0.01 0.07
0.09 -0.07 -0.09
0.35 -0.06 -0.10
-0.15 0.07 0.17
0.17 -0.06 0.04
-0.06 0.08 0.04
-0.04 0.09 -0.03
-0.07 0.03 0.09
0.05 -0.14 -0.13
-0.13 0.09 0.04
-0.03 0.05 0.02
-0.05 0.05 0.00
0.01 0.05 0.04
-0.14 0.03 0.04
0.00 0.11 -0.06
-0.07 -0.03 -0.09

For the orbital gap, the calculation gives 8.881 eV. As for the relative energy (zero: lowest compared OMol25 entry of this formula, charge and spin): 6.1 kcal/mol. As for the highest occupied orbital energy: -8.5 eV. For the lowest unoccupied orbital energy, the calculation gives 0.4 eV.